*A*
DFT (wB97M-V/def2-TZVPD) results for a 6-piece molecular cluster, C30H55ClN10 overall.

Cartesian coordinates (Å):
C 1.76 -0.25 -2.56
C 0.25 -0.30 -2.84
N -0.02 -0.78 -4.17
C 0.48 -1.94 -4.77
C -0.02 -2.00 -6.01
N -0.85 -0.92 -6.19
C -0.87 -0.23 -5.05
C -1.48 -0.56 -7.46
H 2.22 0.33 -3.37
H 2.24 -1.23 -2.59
H 2.01 0.24 -1.63
H -0.19 0.69 -2.75
H -0.23 -0.94 -2.09
H 1.24 -2.52 -4.29
H 0.11 -2.76 -6.77
H -1.34 0.73 -4.95
H -0.71 -0.25 -8.16
H -2.17 0.27 -7.34
H -2.01 -1.41 -7.87
C -2.64 -2.33 3.25
C -2.68 -1.22 4.30
N -1.37 -1.03 4.90
C -1.02 -1.67 6.08
C 0.32 -1.43 6.23
N 0.68 -0.49 5.32
C -0.34 -0.31 4.47
C 1.95 0.18 5.23
H -1.92 -2.21 2.45
H -3.59 -2.42 2.72
H -2.49 -3.31 3.71
H -3.41 -1.42 5.07
H -2.94 -0.26 3.84
H -1.72 -2.31 6.59
H 1.05 -1.67 6.99
H -0.21 0.28 3.56
H 1.98 0.96 6.00
H 2.01 0.73 4.29
H 2.80 -0.48 5.40
C 4.17 5.43 -2.53
C 3.25 4.41 -3.22
N 2.24 3.88 -2.28
C 2.43 3.05 -1.18
C 1.23 2.87 -0.61
N 0.29 3.56 -1.33
C 0.94 4.13 -2.37
C -1.13 3.72 -1.09
H 4.98 5.64 -3.24
H 4.74 5.03 -1.69
H 3.72 6.38 -2.29
H 3.80 3.54 -3.58
H 2.77 4.95 -4.02
H 3.44 2.68 -1.08
H 1.01 2.30 0.29
H 0.53 4.89 -3.02
H -1.57 4.01 -2.04
H -1.28 4.49 -0.34
H -1.57 2.79 -0.73
C 5.75 -5.12 -0.80
C 5.72 -3.68 -1.23
N 4.66 -2.90 -0.57
C 3.34 -3.28 -0.49
C 2.69 -2.32 0.22
N 3.60 -1.38 0.60
C 4.80 -1.77 0.12
C 3.42 -0.16 1.38
H 5.66 -5.19 0.29
H 6.71 -5.61 -0.98
H 5.01 -5.73 -1.30
H 5.64 -3.52 -2.31
H 6.62 -3.08 -1.06
H 3.06 -4.19 -0.98
H 1.64 -2.11 0.38
H 5.68 -1.15 0.23
H 3.07 0.63 0.72
H 4.34 0.12 1.88
H 2.51 -0.34 1.95
C -8.14 -0.38 2.40
C -6.79 -1.09 2.55
N -5.70 -0.27 2.00
C -5.04 -0.52 0.82
C -4.01 0.36 0.74
N -4.13 1.21 1.80
C -5.15 0.81 2.57
C -3.32 2.39 2.07
H -8.91 -0.93 2.93
H -8.50 -0.23 1.39
H -8.09 0.60 2.89
H -6.80 -2.07 2.10
H -6.62 -1.14 3.62
H -5.30 -1.35 0.19
H -3.21 0.52 0.03
H -5.47 1.21 3.51
H -3.88 3.32 2.08
H -2.59 2.49 1.27
H -2.77 2.30 3.00
Cl -0.31 0.04 0.77

Values from the calculation:
Lowest unoccupied orbital energy = -8.203 eV
Gap between HOMO and LUMO = 9.538 eV
Total charge = +4

***

*B*
DFT (wB97M-V/def2-TZVPD) results for a 6-piece molecular cluster, C30H55ClN10 overall.

Cartesian coordinates (Å):
C -6.35 -0.01 -0.80
C -6.56 1.49 -0.78
N -5.63 2.16 -1.65
C -5.52 2.03 -3.00
C -4.49 2.85 -3.46
N -3.93 3.44 -2.36
C -4.68 3.04 -1.25
C -2.94 4.54 -2.42
H -5.33 -0.15 -0.47
H -6.44 -0.37 -1.83
H -7.05 -0.53 -0.15
H -6.45 1.93 0.21
H -7.60 1.65 -1.08
H -6.14 1.32 -3.52
H -4.04 2.98 -4.44
H -4.59 3.46 -0.26
H -2.02 4.17 -1.97
H -3.34 5.40 -1.88
H -2.74 4.93 -3.42
C 3.23 2.56 -5.70
C 4.70 2.89 -5.94
N 5.34 3.35 -4.62
C 4.90 3.12 -3.33
C 5.61 3.92 -2.40
N 6.69 4.41 -3.12
C 6.47 4.16 -4.46
C 7.71 5.30 -2.61
H 3.20 1.63 -5.13
H 2.65 2.40 -6.61
H 2.64 3.23 -5.07
H 4.89 3.74 -6.59
H 5.36 2.08 -6.25
H 4.07 2.45 -3.12
H 5.58 4.08 -1.34
H 7.04 4.59 -5.27
H 7.21 6.24 -2.36
H 8.42 5.53 -3.41
H 8.31 4.92 -1.79
C 1.88 -4.53 2.14
C 1.28 -3.20 2.61
N 1.32 -3.22 4.05
C 2.42 -3.55 4.83
C 2.01 -3.70 6.14
N 0.69 -3.44 6.17
C 0.23 -3.18 4.85
C 0.00 -3.57 7.43
H 1.76 -4.55 1.05
H 1.30 -5.42 2.42
H 2.96 -4.53 2.29
H 0.24 -3.07 2.31
H 1.81 -2.31 2.27
H 3.40 -3.66 4.39
H 2.61 -3.98 7.00
H -0.79 -2.97 4.58
H 0.05 -2.57 7.87
H 0.49 -4.17 8.20
H -1.04 -3.82 7.23
C -1.54 -2.82 -3.92
C -2.90 -3.63 -4.07
N -2.71 -4.77 -4.96
C -1.82 -5.80 -4.74
C -1.95 -6.75 -5.77
N -2.97 -6.35 -6.54
C -3.47 -5.15 -6.03
C -3.54 -6.98 -7.74
H -0.96 -3.22 -3.09
H -1.72 -1.78 -3.64
H -0.89 -2.89 -4.79
H -3.63 -3.02 -4.60
H -3.29 -3.99 -3.12
H -1.10 -5.85 -3.93
H -1.37 -7.63 -6.01
H -4.33 -4.60 -6.40
H -3.65 -8.06 -7.63
H -2.82 -6.85 -8.55
H -4.32 -6.45 -8.27
C -1.35 3.40 5.34
C -0.91 2.23 6.10
N 0.45 2.25 6.58
C 1.54 2.11 5.76
C 2.69 2.28 6.46
N 2.27 2.45 7.77
C 0.87 2.42 7.83
C 3.22 2.71 8.85
H -1.18 4.39 5.77
H -2.41 3.28 5.11
H -0.76 3.47 4.43
H -1.03 1.27 5.60
H -1.59 2.09 6.95
H 1.51 1.81 4.73
H 3.74 2.31 6.20
H 0.27 2.67 8.70
H 2.71 3.33 9.59
H 4.13 3.25 8.57
H 3.47 1.78 9.37
Cl 0.52 1.64 -0.05

Values from the calculation:
Lowest unoccupied orbital energy = -7.218 eV
Gap between HOMO and LUMO = 6.078 eV
Total charge = +4

***

Stability check: which of them is least stable? *B*.

***

*A*
DFT (wB97M-V/def2-TZVPD) results for one molecule with the formula C3H10N4.

Cartesian coordinates (Å):
C -2.13 -1.11 1.82
N -1.09 -1.18 0.80
N -0.14 0.16 0.82
C 0.00 0.19 -0.42
N -0.09 -0.56 -1.52
N 0.88 1.49 -0.72
C 2.30 1.35 -1.00
H -2.87 -0.36 1.54
H -2.65 -2.07 1.89
H -1.74 -0.87 2.81
H -0.41 -1.91 1.04
H -0.80 -1.27 -1.43
H -0.01 -0.02 -2.37
H 0.71 2.18 0.00
H 2.86 0.96 -0.14
H 2.72 2.33 -1.26
H 2.47 0.70 -1.86

Values from the calculation:
SMILES string = CN/N=C(\N)NC
Lowest unoccupied orbital energy = 1.097 eV
Gap between HOMO and LUMO = 9.594 eV

***

*B*
DFT (wB97M-V/def2-TZVPD) results for one molecule with the formula C3H10N4.

Cartesian coordinates (Å):
C 1.58 -1.25 0.27
C 1.45 1.26 0.29
C 0.80 -0.03 -0.24
N -2.72 0.06 -0.37
N -3.12 -0.02 0.85
N -1.45 -0.05 -0.74
N -0.56 -0.12 0.21
H 2.63 -1.14 0.03
H 1.45 -1.32 1.34
H 1.20 -2.16 -0.19
H 2.44 1.39 -0.16
H 1.56 1.20 1.37
H 0.84 2.13 0.05
H 0.84 -0.01 -1.35
H -3.43 -0.01 -1.10
H -2.31 -0.02 1.46
H -1.21 0.09 -1.73

Values from the calculation:
Lowest unoccupied orbital energy (alpha / beta) = 0.705 / 0.701 eV
Gap between HOMO and LUMO (alpha / beta) = 7.667 / 7.724 eV

***

Stability check: which of them is least stable? *B*.